Entry 1:
24
Properties=species:S:1:pos:R:3:forces:R:3 method="wB97M-V/def2-TZVPD" lumo_energy_ev=0.59 de_lowest_kj_mol=334.80 homo_lumo_gap_ha=0.3316 multiplicity=1
C -1.250 -0.647 -2.643 0.269 1.036 0.905
C -1.676 -0.156 -0.125 -2.375 0.339 0.324
C 0.781 -0.377 -0.026 0.912 3.000 1.745
C 1.128 0.550 1.224 1.165 2.533 -2.932
C 1.566 1.925 1.028 -0.305 -2.349 2.159
C 1.762 2.371 2.442 0.064 -1.844 -1.226
C 1.494 1.305 3.273 0.821 -0.282 0.912
C -0.700 -2.015 -0.797 0.696 -4.930 1.298
H -2.198 1.089 -1.816 0.411 -1.483 -0.322
H -2.522 -0.943 0.022 0.958 2.234 1.170
H -1.720 0.835 0.493 -0.081 -1.934 -1.193
H 0.908 0.393 -0.870 -0.353 -1.370 0.770
H 1.467 -1.205 -0.181 0.340 0.128 0.185
H 1.894 2.488 0.075 -1.017 -1.235 1.809
H 2.231 3.290 2.723 -0.120 0.321 0.302
H 1.757 1.103 4.414 -1.023 0.513 -2.899
H -1.831 -2.317 -0.611 2.432 -0.074 -0.962
H -0.001 -2.946 -0.468 -1.637 2.041 -0.843
H 0.133 -2.216 -2.828 0.911 -1.268 -1.328
N -1.947 0.104 -1.592 2.286 -0.499 -0.969
N -0.516 -0.948 0.152 -0.544 -0.251 -1.710
N -0.387 -1.709 -2.194 -4.581 4.483 2.237
O 1.089 0.182 2.525 0.393 1.463 -0.217
S -1.461 -0.152 -4.222 0.378 -0.572 0.785

Entry 2:
56
Properties=species:S:1:pos:R:3:forces:R:3 method="wB97M-V/def2-TZVPD" lumo_energy_ev=2.21 homo_lumo_gap_ha=0.3057 multiplicity=1 total_charge=-1
C 5.850 -2.327 2.172 0.004 -0.052 -0.174
O 5.716 -0.947 2.426 -0.022 -0.049 0.288
C 4.440 -0.422 2.103 -0.048 -0.001 -0.182
C 4.314 0.971 2.718 -0.027 0.074 -0.006
C 3.869 2.055 1.722 0.095 -0.082 0.040
Si 2.045 2.032 1.205 0.150 -0.073 0.113
C 1.028 1.887 2.804 0.099 -0.031 0.017
O -0.320 2.313 2.599 -0.149 0.095 0.281
C -1.277 1.315 2.671 0.080 -0.079 -0.119
O -1.283 0.627 1.444 -0.026 -0.014 0.255
C -2.363 -0.269 1.255 -0.089 -0.007 -0.028
C -2.343 -1.474 2.186 0.023 -0.058 -0.158
O -2.992 -1.257 3.438 0.109 0.187 0.095
P 1.234 0.540 -0.243 -0.216 0.043 -0.331
C 1.393 -1.106 0.589 -0.055 -0.047 0.168
C 2.538 0.443 -1.547 0.168 0.025 -0.025
H 4.878 -2.836 2.188 0.087 0.023 0.049
H 6.314 -2.505 1.193 -0.073 -0.006 0.052
H 6.485 -2.761 2.948 -0.003 0.048 -0.074
H 4.318 -0.366 1.009 0.034 -0.026 0.074
H 3.669 -1.108 2.477 -0.006 0.083 -0.017
H 5.298 1.217 3.126 -0.057 0.000 -0.054
H 3.628 0.937 3.572 0.086 0.013 -0.037
H 4.042 3.043 2.168 -0.058 -0.049 -0.033
H 4.514 2.013 0.834 -0.069 0.024 0.051
H 1.748 3.356 0.605 0.038 0.013 -0.021
H 1.475 2.530 3.576 -0.093 -0.065 -0.055
H 1.048 0.861 3.201 0.009 0.092 -0.029
H -2.248 1.803 2.843 0.043 -0.015 -0.074
H -1.062 0.621 3.503 -0.032 0.077 -0.064
H -3.321 0.271 1.369 0.071 -0.075 -0.040
H -2.306 -0.590 0.213 0.018 0.017 0.087
H -1.298 -1.734 2.393 -0.098 -0.030 -0.030
H -2.813 -2.329 1.686 -0.005 0.105 0.008
H -3.521 -0.455 3.368 -0.055 -0.127 -0.026
H 0.603 -1.757 0.206 0.095 0.009 0.013
H 1.233 -0.997 1.666 -0.024 -0.060 -0.091
H 2.360 -1.588 0.427 -0.041 0.065 -0.016
H 3.520 0.098 -1.205 -0.090 0.043 -0.021
H 2.643 1.435 -1.996 0.037 -0.093 -0.001
H 2.177 -0.232 -2.327 0.061 0.044 0.042
C -5.960 0.650 -6.184 -0.069 0.001 -0.042
F -7.141 0.532 -6.812 0.057 -0.003 0.037
F -4.998 0.587 -7.108 -0.004 -0.013 0.022
F -5.917 1.858 -5.618 0.002 -0.025 0.009
S -5.816 -0.706 -4.938 0.115 0.106 -0.017
O -5.844 -1.916 -5.712 -0.018 0.038 0.020
O -6.893 -0.471 -4.017 0.020 -0.016 -0.038
N -4.391 -0.297 -4.404 -0.117 -0.213 0.105
S -3.633 -1.057 -3.257 0.012 0.152 -0.114
O -3.159 -2.369 -3.601 -0.021 0.026 0.023
O -4.190 -0.876 -1.941 0.067 -0.011 0.015
C -2.120 0.000 -3.264 -0.125 -0.079 0.008
F -2.393 1.274 -2.984 0.001 0.010 -0.018
F -1.477 -0.048 -4.433 -0.003 0.005 0.059
F -1.298 -0.467 -2.314 0.112 -0.018 0.005

Entry 3:
15
Properties=species:S:1:pos:R:3:forces:R:3 method="wB97M-V/def2-TZVPD" lumo_energy_ev=1.03 de_lowest_kj_mol=179.36 homo_lumo_gap_ha=0.3961 multiplicity=1
C 1.837 0.771 -0.058 -0.002 0.035 -0.008
C 0.761 -0.231 0.349 0.127 -0.104 -0.234
O 0.334 -0.014 1.675 -0.103 0.152 0.063
C -0.450 -0.224 -0.581 0.183 -0.056 -0.070
C -1.645 -0.998 -0.196 -0.088 -0.290 -0.004
N -1.622 0.457 -0.026 -0.176 0.212 -0.108
H 2.662 0.721 0.658 -0.118 0.034 -0.106
H 2.234 0.549 -1.056 -0.096 0.022 0.131
H 1.442 1.794 -0.057 0.012 -0.132 -0.005
H 1.195 -1.240 0.319 -0.029 0.107 0.005
H -0.436 0.579 1.598 0.102 -0.141 0.110
H -0.241 -0.101 -1.644 -0.041 -0.024 0.189
H -1.616 -1.559 0.735 -0.028 0.078 -0.124
H -2.272 -1.418 -0.980 0.098 0.101 0.117
H -2.182 0.914 -0.737 0.160 0.005 0.043

Entry 4:
46
Properties=species:S:1:pos:R:3:forces:R:3 method="wB97M-V/def2-TZVPD" lumo_energy_ev="-5.55 / -5.50" de_lowest_kj_mol=180.97 homo_lumo_gap_ha="0.1921 / 0.1906" multiplicity=2 total_charge=+1
Re 0.387 -0.035 0.758 2.528 -1.317 0.481
N 0.499 0.144 2.909 -0.549 -0.187 -0.102
C 1.558 1.056 3.371 0.358 0.514 -0.263
C 1.574 2.247 2.412 0.053 -0.244 0.294
N 1.747 1.734 1.033 -0.393 0.150 -0.228
H -0.418 0.561 3.084 0.058 -0.063 0.359
H 0.516 -0.737 3.426 -0.006 0.181 -0.178
H 2.515 0.529 3.320 -0.125 -0.033 0.061
H 1.389 1.395 4.395 0.019 -0.091 -0.068
H 2.373 2.947 2.665 -0.144 -0.014 0.075
H 0.612 2.759 2.470 0.075 0.088 -0.053
H 2.738 1.571 0.828 -0.568 -0.096 0.102
H 1.425 2.441 0.368 0.207 -0.053 0.084
F -3.828 2.858 1.460 0.343 -0.120 -0.500
C -3.764 1.632 0.945 -0.210 -0.073 0.561
F -4.883 1.371 0.289 0.324 0.138 -0.224
F -3.674 0.775 1.974 0.099 -0.042 -0.079
S -2.245 1.325 -0.118 -3.144 0.740 -0.253
O -1.211 1.482 0.896 1.865 -0.300 0.897
O -2.263 2.267 -1.178 -0.060 0.079 -0.274
N -2.602 -0.144 -0.525 -0.002 0.208 0.047
S -1.838 -1.394 -0.018 -1.637 -1.481 -1.701
O -1.351 -1.265 1.342 1.025 0.241 1.426
O -0.904 -1.983 -0.927 -0.557 -0.708 -0.300
C -3.270 -2.574 0.112 -0.415 -0.165 0.037
F -3.780 -2.772 -1.099 0.193 0.121 0.029
F -2.900 -3.744 0.621 0.283 0.394 -0.081
F -4.200 -2.035 0.892 0.131 0.013 0.016
O 6.305 -4.093 -0.677 0.226 -0.156 -0.035
C 5.376 -3.372 -0.551 -0.430 0.139 0.176
S 3.941 -3.763 0.449 0.175 -0.300 0.033
C 3.062 -2.292 0.145 -1.577 -0.839 1.200
C 3.649 -1.371 -0.708 0.205 1.700 -0.831
S 2.936 0.089 -1.180 0.154 -0.955 0.283
S 5.238 -1.765 -1.316 -0.281 0.095 0.017
S 1.525 -2.160 0.906 0.669 2.163 -0.893
C -1.564 -0.367 -3.417 0.197 -0.053 0.253
S 0.067 0.032 -2.726 -0.465 0.608 -0.821
C 0.246 1.648 -3.557 0.055 -0.488 0.179
O -0.215 0.484 -1.292 1.055 0.280 0.350
H -2.290 0.352 -3.050 0.031 0.137 -0.052
H -1.836 -1.365 -3.087 0.066 -0.012 -0.025
H -1.502 -0.340 -4.500 0.158 0.026 -0.116
H 0.193 1.513 -4.632 0.000 -0.135 -0.096
H 1.217 2.058 -3.300 0.119 -0.037 0.113
H -0.550 2.301 -3.212 -0.107 -0.052 0.099

Entry 5:
10
Properties=species:S:1:pos:R:3:forces:R:3 method="wB97M-V/def2-TZVPD" lumo_energy_ev=0.60 de_lowest_kj_mol=311.91 homo_lumo_gap_ha=0.3801 multiplicity=1
C 0.470 -0.247 -0.240 6.474 -2.825 0.058
C 1.386 0.824 -0.072 0.219 -1.060 -0.342
C -0.894 -0.716 -0.147 -0.199 -0.267 -0.072
N 1.773 -0.682 -0.128 -6.149 2.127 -0.130
O -1.788 0.343 -0.115 -0.961 0.716 -0.090
H 1.787 1.386 -0.864 0.076 0.880 -1.040
H 1.336 1.291 0.859 0.539 0.929 1.563
H -1.035 -1.270 0.740 0.435 -0.800 1.503
H -1.144 -1.481 -0.851 -0.188 -0.043 -1.240
H -1.890 0.551 0.819 -0.246 0.343 -0.211

Entry 6:
22
Properties=species:S:1:pos:R:3:forces:R:3 method="wB97M-V/def2-TZVPD" lumo_energy_ev="-0.87 / -0.63" de_lowest_kj_mol=534.66 homo_lumo_gap_ha="0.2454 / 0.2594" multiplicity=1
C 1.985 0.467 -0.009 0.488 0.015 0.255
C 2.361 -0.824 0.076 -0.146 -0.190 -0.103
C 0.675 0.892 -0.301 -5.232 -5.183 -0.566
C -0.474 -0.360 -0.337 4.334 5.134 0.531
C -2.858 0.691 1.215 0.836 -0.401 -0.944
C 1.421 -1.955 -0.202 -0.135 0.124 0.095
C 0.000 -1.637 0.255 -0.052 -0.323 -0.016
C 0.314 2.275 -0.670 0.139 0.200 0.024
O -2.944 -1.075 -0.704 -0.038 -0.791 -0.134
S -2.181 0.034 -0.181 -0.958 1.607 -0.099
H 2.723 1.247 0.131 0.131 0.043 0.005
H 3.395 -1.075 0.259 0.154 0.095 0.040
H -3.128 -0.095 1.903 -0.070 -0.316 0.080
H -2.205 1.438 1.643 0.094 0.379 0.060
H 1.426 -2.143 -1.285 -0.016 -0.022 -0.001
H 1.768 -2.866 0.288 0.001 0.026 -0.076
H -0.024 -1.580 1.355 -0.038 0.002 -0.044
H -0.683 -2.434 -0.048 0.061 -0.082 0.089
H -0.641 2.325 -1.185 0.034 0.086 -0.025
H 1.087 2.700 -1.313 -0.052 0.103 -0.020
H 0.248 2.900 0.225 -0.008 0.058 0.025
H -2.266 1.075 -1.115 0.473 -0.565 0.825

Entry 7:
40
Properties=species:S:1:pos:R:3:forces:R:3 method="wB97M-V/def2-TZVPD" lumo_energy_ev="-7.66 / -7.32" de_lowest_kj_mol=0.00 homo_lumo_gap_ha="0.3480 / 0.3500" multiplicity=2 total_charge=+2
Mn 0.000 0.240 -0.031 -1.690 -0.317 0.381
C -0.034 -0.716 2.937 0.100 -0.176 0.149
O -0.433 0.252 1.941 0.229 -0.049 -0.280
C -1.564 1.044 2.366 -0.241 0.097 -0.125
C -1.829 2.091 1.298 0.122 -0.009 0.272
O -1.675 1.547 -0.021 0.889 -0.389 0.114
C -2.803 0.908 -0.642 -0.105 -0.327 -0.226
C -2.888 -0.566 -0.296 -0.143 0.229 0.152
O -1.591 -1.151 -0.480 0.771 1.007 0.080
C -1.627 -2.580 -0.669 0.187 -0.306 0.028
H 0.369 -0.203 3.810 0.009 0.061 -0.058
H -0.888 -1.323 3.238 -0.035 0.024 -0.096
H 0.729 -1.352 2.495 0.006 0.032 -0.014
H -2.416 0.379 2.520 0.051 -0.036 -0.006
H -1.327 1.534 3.312 0.024 -0.026 0.013
H -2.823 2.519 1.428 -0.004 0.028 -0.054
H -1.090 2.890 1.365 -0.046 0.029 -0.031
H -3.729 1.415 -0.371 0.047 0.081 0.018
H -2.634 1.021 -1.712 -0.033 0.062 0.010
H -3.224 -0.738 0.730 0.047 -0.048 -0.028
H -3.605 -1.036 -0.971 0.035 -0.052 -0.019
H -2.283 -2.825 -1.503 0.001 0.100 -0.015
H -0.621 -2.907 -0.916 0.007 0.030 0.031
H -1.976 -3.070 0.241 -0.001 0.072 0.014
S 0.716 0.830 -2.200 0.352 0.115 0.058
C 0.326 -0.685 -2.839 0.135 -0.311 -0.388
N 0.059 -1.720 -3.267 -0.025 0.052 0.086
C 4.068 0.966 -2.394 0.102 -0.230 0.341
Si 2.818 0.383 -1.163 -0.954 0.055 -0.370
C 2.378 1.423 0.368 0.173 -0.306 -0.265
C 2.478 -1.417 -0.746 0.501 0.374 -0.234
H 5.056 1.042 -1.932 0.000 -0.018 0.000
H 3.812 1.947 -2.795 -0.097 0.015 0.100
H 4.145 0.265 -3.227 -0.053 -0.041 0.028
H 3.120 2.205 0.546 -0.117 0.105 -0.008
H 2.355 0.810 1.272 0.039 -0.006 0.031
H 1.425 1.976 0.264 -0.016 0.106 0.066
H 3.275 -1.848 -0.134 -0.063 0.053 0.126
H 2.394 -2.032 -1.643 -0.117 0.011 0.017
H 1.538 -1.518 -0.177 -0.087 -0.092 0.101

Entry 8:
62
Properties=species:S:1:pos:R:3:forces:R:3 method="wB97M-V/def2-TZVPD" lumo_energy_ev=2.85 homo_lumo_gap_ha=0.1971 multiplicity=1 total_charge=-1
C 0.887 -0.544 -2.187 0.066 0.050 -0.159
C -0.250 -0.767 -3.182 0.117 0.042 -0.082
P -1.595 0.648 -3.110 0.142 -0.160 0.102
B -3.173 -0.470 -2.593 0.240 -0.155 0.164
N -4.055 -0.032 -1.505 0.227 0.423 -0.066
O -3.567 -1.630 -3.274 -0.518 -0.114 0.301
H 0.503 -0.160 -1.236 0.039 -0.107 0.023
H 1.482 -1.444 -1.994 -0.024 0.023 0.035
H 1.571 0.210 -2.589 -0.020 0.035 0.095
H -0.690 -1.768 -3.046 -0.123 0.093 0.085
H 0.146 -0.732 -4.204 -0.040 -0.041 0.014
H -1.285 0.902 -1.627 -0.025 0.050 -0.072
H -0.494 1.595 -3.505 -0.078 -0.054 0.044
H -1.914 0.429 -4.570 0.069 -0.019 0.151
H -2.539 1.818 -3.047 0.045 -0.092 -0.003
H -4.844 0.521 -1.825 -0.262 -0.352 0.081
H -3.510 0.606 -0.924 -0.049 0.179 -0.173
H -2.910 -2.323 -3.187 0.266 0.201 -0.487
C -1.129 -1.645 1.056 0.006 0.023 0.068
C -1.803 -1.913 2.395 0.017 0.047 -0.058
N -3.214 -1.571 2.391 0.022 -0.138 0.013
C -3.811 -1.509 3.707 -0.017 0.040 0.036
C -3.894 -2.802 4.531 -0.016 0.018 0.008
C -4.005 -2.202 1.345 -0.066 0.059 -0.087
C -4.055 -3.735 1.305 0.001 0.020 -0.001
H -1.314 -0.623 0.721 -0.004 -0.010 -0.030
H -0.051 -1.787 1.146 0.003 0.009 -0.007
H -1.481 -2.320 0.275 0.001 -0.006 -0.007
H -1.331 -1.293 3.164 0.017 -0.012 -0.001
H -1.612 -2.961 2.687 -0.027 0.012 0.004
H -4.817 -1.094 3.593 -0.004 -0.012 0.006
H -3.241 -0.773 4.284 0.018 -0.014 0.000
H -4.642 -3.490 4.139 0.024 -0.007 -0.023
H -4.169 -2.567 5.562 -0.005 0.000 0.005
H -2.934 -3.322 4.556 0.002 0.007 -0.001
H -3.640 -1.836 0.386 -0.022 -0.011 -0.021
H -5.022 -1.807 1.416 0.002 0.003 0.041
H -3.060 -4.172 1.411 0.006 0.005 -0.022
H -4.452 -4.053 0.339 -0.002 -0.006 0.000
H -4.693 -4.161 2.080 0.031 0.007 0.028
C 1.902 2.967 -0.541 -0.030 -0.033 0.060
C 3.221 3.255 0.156 0.014 -0.012 -0.036
N 4.014 2.055 0.381 0.016 0.084 -0.060
C 5.140 2.257 1.267 0.030 -0.034 0.052
C 6.267 3.195 0.809 0.003 -0.018 0.016
C 4.251 1.228 -0.793 -0.016 -0.074 0.007
C 4.936 1.881 -2.000 0.011 -0.028 0.009
H 1.348 2.186 -0.020 -0.016 -0.005 -0.020
H 1.284 3.865 -0.565 0.006 0.005 -0.001
H 2.040 2.641 -1.571 -0.033 0.003 -0.011
H 3.032 3.690 1.142 -0.028 0.016 -0.014
H 3.763 4.025 -0.420 0.027 -0.026 0.020
H 5.565 1.274 1.491 0.008 0.006 -0.001
H 4.740 2.639 2.212 -0.006 0.020 -0.012
H 6.870 2.753 0.016 -0.025 0.008 -0.018
H 6.931 3.410 1.649 0.005 -0.003 0.002
H 5.872 4.145 0.447 -0.001 0.000 0.004
H 3.291 0.828 -1.121 -0.021 0.023 0.009
H 4.833 0.363 -0.462 0.019 0.012 -0.012
H 4.480 2.841 -2.244 -0.017 -0.010 -0.010
H 4.823 1.236 -2.873 0.005 -0.001 -0.005
H 6.003 2.043 -1.843 -0.012 0.031 0.019

no.,strongest force on any atom (eV/Å),E_tot (a.u.)
1,6.8,-949.0169
2,0.4,-3155.3491
3,0.3,-287.7641
4,3.2,-4431.5512
5,7.1,-247.1884
6,7.4,-785.2304
7,1.8,-2513.3320
8,0.6,-1164.2337